Record 1
103
Properties=species:S:1:pos:R:3:forces:R:3 method="wB97M-V/def2-TZVPD" largest_force_ev_per_a=3.04 homo_energy_ev=0.232 homo_lumo_gap_ev=3.230 total_charge=-2
In -0.941102 -0.151015 -0.778612 -0.8240 1.8675 -0.0359
C -2.606802 -0.100615 2.615988 -0.1856 0.5414 0.5139
O -2.032902 -0.854415 1.587888 0.0864 -0.9030 -0.5223
C -2.334102 -2.181415 1.501088 0.5727 0.0610 -0.4440
C -3.301002 -2.798015 2.269388 -0.2851 -0.1947 0.3122
C -3.481202 -4.176715 2.229588 0.1254 0.2742 -0.0210
C -2.673402 -4.944415 1.410588 -0.1349 -0.1784 0.0647
C -1.734102 -4.339715 0.601088 0.0774 0.5503 -0.2082
C -1.555802 -2.946115 0.592288 -1.2826 -1.2593 1.2078
N -0.658002 -2.308215 -0.217612 2.3255 0.2532 -1.8514
N 0.120198 -3.089115 -0.915812 -1.5790 0.5208 1.4497
C 1.082998 -2.680115 -1.739712 0.3882 0.6898 -0.1713
C 1.619198 -1.353415 -1.879412 -0.9366 0.6636 0.9731
O 1.155198 -0.297315 -1.306112 0.4242 -1.1901 -0.6717
C 2.789098 -1.199715 -2.672212 1.1294 -0.2841 -0.9306
C 3.379998 -2.225315 -3.355612 -0.3163 1.2113 0.4852
C 2.839498 -3.528315 -3.304212 -0.6718 -0.8922 0.2619
C 3.387298 -4.608415 -4.022512 0.0464 0.1679 -0.0323
C 2.822698 -5.858115 -3.972512 0.2128 -0.1484 -0.1565
C 1.676798 -6.067415 -3.202312 0.0057 0.0782 0.0400
C 1.124198 -5.030615 -2.494412 -0.1207 -0.2965 0.0157
C 1.687498 -3.748415 -2.503312 0.3785 -0.0721 -0.2540
H -2.480502 -0.594915 3.587388 -0.0039 0.0101 -0.1299
H -3.670402 0.083385 2.423088 0.0634 -0.0293 -0.0024
H -2.063602 0.845685 2.627588 -0.0029 -0.0542 -0.0229
H -3.933502 -2.208415 2.914488 0.0118 0.1007 0.0371
H -4.242602 -4.634415 2.847388 -0.0166 -0.0060 0.0098
H -2.787002 -6.020515 1.394888 0.0159 -0.0418 -0.0436
H -1.114602 -4.929415 -0.056412 0.0137 -0.0093 -0.0092
H 3.178098 -0.191215 -2.732112 0.0187 -0.0012 0.0050
H 4.255598 -2.042315 -3.968512 0.0233 0.0365 0.0223
H 4.267198 -4.432715 -4.632912 0.0065 0.0194 0.0146
H 3.255998 -6.681615 -4.530012 0.0122 0.0655 -0.0068
H 1.222198 -7.047915 -3.170212 -0.0622 -0.0549 0.0054
H 0.226098 -5.179715 -1.918812 -0.0620 -0.0623 0.0370
C -3.163202 4.010785 1.800088 0.1607 -0.1276 -0.1050
C -3.477502 2.923785 0.764088 -0.0374 0.0184 0.1736
C -4.946102 2.518785 0.899488 0.1751 0.0111 -0.1525
C -3.096502 3.369685 -0.631512 0.0578 -0.1236 -0.0343
C -3.987402 4.139685 -1.362112 -0.0917 0.0757 -0.0095
C -3.680402 4.572785 -2.637512 -0.0560 0.0940 -0.0869
C -2.430602 4.299785 -3.154912 -0.1216 0.0794 -0.1128
C -1.488502 3.561785 -2.450412 -0.1178 0.2115 -0.0378
C -0.118702 3.456085 -3.096912 0.1769 -0.1794 0.0083
C 0.058598 2.132585 -3.834712 -0.0163 0.2070 0.0538
C 1.061798 3.672985 -2.149812 -0.1054 0.0360 -0.1048
C -1.848802 3.014085 -1.201212 -0.2357 0.0385 -0.1647
N -0.965102 2.164985 -0.543612 -0.4983 -2.5247 -1.6243
C -0.323202 2.647985 0.528188 1.7315 0.7058 2.2233
C 0.537398 1.976385 1.355588 -0.8562 2.4056 -0.2530
N 0.751598 0.658285 1.415288 -0.2438 -1.9641 -0.2216
C 1.887598 0.291785 2.075988 -0.2660 0.1838 -0.3633
C 3.114798 1.003385 1.911688 -0.0264 -0.0579 0.0521
C 4.160498 0.770785 2.785288 0.0455 0.1628 0.2052
C 4.071298 -0.173515 3.793088 0.3578 -0.0755 0.1203
C 2.950298 -0.987415 3.839188 -0.0276 -0.0111 0.0311
C 1.879298 -0.792115 2.991388 0.0100 -0.1298 -0.0216
C 0.692798 -1.720615 3.024288 0.1255 -0.1604 0.0697
C 1.099198 -3.113315 2.532388 -0.1766 0.1692 0.0752
C 0.034998 -1.806315 4.405288 0.0243 0.0592 -0.3348
C 3.354198 1.861285 0.687788 0.0261 0.0397 -0.1161
C 4.385298 1.172685 -0.210112 -0.1816 0.0922 0.0204
C 3.785698 3.296885 0.996588 -0.2061 -0.1811 -0.0474
H -3.446302 3.671685 2.797688 -0.0411 -0.0049 0.1193
H -3.713602 4.924985 1.575988 -0.1125 0.1038 -0.0266
H -2.100102 4.239185 1.811388 0.0108 0.0343 0.0350
H -2.874102 2.043685 0.992688 0.0342 0.1172 -0.0846
H -5.615802 3.372285 0.814688 -0.1011 0.1796 0.0421
H -5.102302 2.067685 1.878488 -0.0898 -0.0513 0.1496
H -5.204702 1.787185 0.140788 -0.0934 -0.0380 -0.0249
H -4.947502 4.401385 -0.938012 -0.0952 -0.0444 0.0548
H -4.402002 5.131585 -3.221312 -0.0318 0.0507 0.0124
H -2.174302 4.678485 -4.137612 0.0714 0.0308 -0.0644
H -0.079302 4.265385 -3.844212 -0.1092 -0.1321 0.1069
H 0.154098 1.316885 -3.119912 0.0050 0.0694 -0.0869
H 0.962298 2.161285 -4.442612 0.1803 -0.0391 -0.1098
H -0.793302 1.927385 -4.478112 -0.0416 -0.1354 -0.0466
H 1.233598 2.783085 -1.553012 0.0097 0.0178 0.1755
H 0.885698 4.518785 -1.486012 0.0436 0.0046 0.1184
H 1.962498 3.874785 -2.731212 0.1193 0.0323 -0.1029
H -0.399602 3.725785 0.692088 0.0614 -0.1140 0.0199
H 1.073398 2.609785 2.077888 -0.1643 -0.0081 -0.0384
H 5.077598 1.341385 2.684588 0.0805 0.0568 -0.0611
H 4.881398 -0.304315 4.500288 0.0575 -0.0544 -0.0001
H 2.915698 -1.786315 4.569088 -0.0699 -0.1196 0.1020
H -0.022002 -1.307015 2.315388 0.0472 0.0090 0.1300
H 1.861098 -3.553315 3.177588 0.0896 -0.0380 0.0362
H 1.493098 -3.039815 1.521888 0.1498 -0.0755 -0.1038
H 0.234698 -3.776815 2.507088 -0.0486 -0.1289 0.0427
H 0.712698 -2.223315 5.149088 0.1099 -0.0584 0.0848
H -0.843002 -2.448615 4.349988 -0.1752 -0.1141 0.0695
H -0.273302 -0.819615 4.744088 -0.0301 0.1301 0.0675
H 2.422898 1.902285 0.120988 0.0946 0.0359 0.0837
H 5.346698 1.064685 0.290988 0.1303 -0.0103 0.0544
H 4.530498 1.747685 -1.124712 0.0656 0.0657 -0.1726
H 4.021498 0.184285 -0.478212 0.0442 -0.1524 -0.0317
H 4.738298 3.322285 1.527388 0.1098 0.0017 0.0537
H 3.036698 3.799985 1.607488 -0.0274 0.0246 0.0286
H 3.894198 3.853485 0.064988 0.0576 0.1070 -0.0579
S -3.672702 -0.194015 -0.674912 0.7738 -0.3349 0.5216
S -4.227202 -0.090715 -2.608012 0.0156 -0.1053 -0.7662
S -3.113802 -1.622015 -3.475612 -0.7365 -0.1359 0.0973
S -1.212302 -0.954515 -3.361412 0.5250 0.3350 0.3885

=====

Record 2
18
Properties=species:S:1:pos:R:3:forces:R:3 method="wB97M-V/def2-TZVPD" largest_force_ev_per_a=4.03 homo_energy_ev=-7.731 homo_lumo_gap_ev=8.524 smiles=CCSSCCN
C -2.886274 -0.538490 1.496669 0.8357 1.1040 -0.4131
C -2.682113 -0.273280 -0.006392 0.2818 -2.5490 -3.1103
S -1.101823 0.450438 -0.667043 -1.3097 0.8668 0.3156
S 0.216920 -0.458435 0.525539 1.1698 -0.9147 0.0526
C 1.619504 -0.766630 -0.704439 -2.3222 1.4785 1.4300
C 2.283744 0.561474 -0.896336 3.5747 -0.4085 -1.2419
N 3.027529 1.160392 0.251443 -1.9351 0.9162 0.2625
H -2.768349 0.538206 1.909033 -0.6455 -2.0692 0.3120
H -3.871336 -1.074074 1.616689 0.8755 1.0685 0.1991
H -2.077863 -1.243048 1.908020 -1.0965 1.2645 -0.6696
H -2.716563 -1.267550 -0.619026 -0.1415 1.3690 1.3354
H -3.378014 0.362437 -0.610356 -0.0213 -0.2846 1.3276
H 2.141412 -1.446442 -0.065422 1.0106 -0.6373 -0.4165
H 1.236078 -1.101316 -1.681197 0.1111 -0.4149 0.6658
H 3.071051 0.271044 -1.647253 -0.3000 0.5586 0.3981
H 1.692544 1.282562 -1.431075 -0.7804 0.1975 -0.0787
H 3.855618 1.692266 -0.059021 -0.8699 -0.4015 0.0452
H 2.337942 1.850448 0.680168 1.5628 -1.1437 -0.4137

=====

Record 3
61
Properties=species:S:1:pos:R:3:forces:R:3 method="wB97M-V/def2-TZVPD" largest_force_ev_per_a=1.86 homo_energy_ev=-16.421 homo_lumo_gap_ev=3.003 total_charge=+3
In -1.042310 0.553225 -0.765874 1.0591 -0.4922 0.8138
C 4.310631 0.465717 -1.404666 -0.5179 -1.4883 0.5521
S 2.947276 -0.727988 -1.692567 0.1033 1.1605 -0.9408
O 1.742164 -0.286414 -0.900787 -0.1529 0.0921 0.1395
C 2.651633 -0.369506 -3.452943 0.3643 -0.1017 0.8924
H 4.626202 0.095939 -0.426898 0.3569 0.6706 0.0964
H 3.961183 1.492379 -1.410346 -0.0657 0.0077 -0.0649
H 5.103258 0.245117 -2.116220 -0.0194 0.1471 -0.1107
H 2.582217 0.712533 -3.548570 -0.3505 0.0062 -0.0451
H 1.756343 -0.926299 -3.711990 0.0592 0.0867 -0.3329
H 3.566635 -0.688739 -3.951248 -0.2221 -0.2769 -0.2524
C 2.184584 -2.646693 1.494977 -0.1086 0.3692 -0.2092
S 0.711505 -1.858441 2.208848 -0.4799 -0.9198 -0.2746
O -0.105250 -1.390970 1.022458 0.3434 0.1150 0.5939
C -0.137356 -3.364478 2.767366 -0.1402 0.8969 0.6995
H 1.750427 -3.031689 0.572869 0.4048 -0.1517 -0.1434
H 2.682946 -3.416859 2.080494 -0.4813 -0.0659 0.2975
H 2.927620 -1.873584 1.312206 -0.1439 0.1022 -0.2491
H -0.457351 -3.953335 1.912458 0.3085 -0.1696 -0.0389
H -1.018082 -3.017979 3.313361 -0.1029 0.0598 -0.2536
H 0.460691 -3.863980 3.529593 0.2311 -0.2783 -0.3773
C -4.186241 4.358196 -3.136424 0.9310 0.3348 0.7674
S -2.992716 3.072605 -3.492998 -0.0514 -0.3159 -1.0992
O -2.427545 2.535272 -2.191324 0.4213 -0.6354 0.8638
C -4.060675 1.771225 -4.177873 0.2978 0.3104 0.2006
H -5.147984 4.065072 -2.725712 -0.0930 -0.1927 -0.3610
H -4.181270 5.032683 -3.992429 -0.4897 -0.2929 -0.2329
H -3.651055 4.933918 -2.372959 -0.1213 -0.0464 0.0822
H -4.468293 2.102278 -5.132476 -0.2848 0.2832 0.2212
H -4.797918 1.582637 -3.400280 -0.2520 -0.1836 -0.2693
H -3.474169 0.885316 -4.414094 0.2157 0.0670 0.3165
C -3.143301 1.755794 3.565809 0.6337 0.0437 -0.2139
S -1.917195 0.417576 3.325915 -1.3854 0.5078 0.2614
O -1.086541 0.782955 2.090876 -0.0988 0.5411 0.6545
C -0.930291 0.722230 4.836391 1.1849 -0.8556 -1.1478
H -2.546341 2.663969 3.654412 -0.1308 0.1050 -0.0834
H -3.718573 1.619941 4.480171 0.1136 -0.3432 0.0208
H -3.814292 1.814688 2.712803 0.0848 -0.1333 -0.0697
H -0.349447 -0.200818 4.895520 0.1320 0.1246 0.2568
H -1.448542 0.856165 5.781256 -0.5384 0.1887 -0.3252
H -0.238772 1.523122 4.575194 -0.1893 0.2294 0.2601
C 2.742648 1.463691 2.648236 -0.5487 0.0193 -0.8864
S 2.137711 2.602120 1.365673 -0.5417 0.5751 1.0018
O 1.033706 1.891480 0.627443 0.0313 -0.0825 -0.3877
C 1.326923 3.841397 2.436282 -0.4970 -0.0655 0.7550
H 3.042212 0.581311 2.083924 0.0104 -0.0780 0.1259
H 1.845850 1.265465 3.230889 0.2480 -0.2031 0.3336
H 3.593961 1.851042 3.201040 -0.1451 0.2625 0.0761
H 1.997750 4.604616 2.829600 0.2664 0.0694 -0.6201
H 0.882353 3.421243 3.348143 0.2959 -0.6911 -0.2548
H 0.457888 4.259522 1.930382 0.4453 0.2007 -0.5543
C 1.136395 -4.336131 -2.382477 0.4528 1.1192 0.0593
S -0.307695 -3.575198 -1.552359 -1.0842 -0.2230 -0.6437
O -0.234545 -2.068167 -1.717709 0.1824 -0.2026 -0.8038
C -1.511180 -4.146269 -2.810017 0.5041 0.0628 -0.3935
H 1.315956 -5.369136 -2.095825 -0.3281 -0.0054 0.1972
H 1.968590 -3.709901 -2.050391 0.0842 -0.2244 0.1456
H 1.092286 -4.231941 -3.466469 -0.3291 -0.0566 0.0237
H -1.174050 -3.713275 -3.754531 0.1255 0.0155 0.0666
H -2.548831 -3.845224 -2.691961 0.1050 0.0274 0.6825
H -1.421753 -5.229436 -2.894183 -0.1027 -0.0256 0.1818